Entry 1:
DFT (wB97M-V/def2-TZVPD) results for C3H8N2O2 in the gas phase.

SMILES: NC(=O)[C@@H](N)CO
Energy relative to the best compared isomer or geometry (same formula, charge and spin) in kJ/mol: 126.2

Structure (XYZ):
```
15
Properties=species:S:1:pos:R:3:nbo_charge:R:1
N -0.85 0.08 1.38 -0.891
C 0.07 -0.48 0.39 -0.182
C -0.85 -1.06 -0.70 -0.048
O -0.05 -1.45 -1.84 -0.751
C 1.03 0.58 -0.18 0.663
N 0.74 1.90 0.04 -0.826
O 1.99 0.28 -0.88 -0.625
H -1.74 0.48 1.15 0.388
H -0.63 -0.05 2.34 0.386
H 0.73 -1.28 0.71 0.234
H -1.65 -0.40 -1.01 0.166
H -1.19 -2.04 -0.39 0.195
H 0.79 -0.96 -1.91 0.492
H 1.64 2.30 0.26 0.400
H -0.04 2.11 0.65 0.398
```

Entry 2:
DFT (wB97M-V/def2-TZVPD) results for 2 unconnected molecules or ions with the total composition C9H14.

SMILES: Cc1ccccc1.CC
Energy relative to the best compared isomer or geometry (same formula, charge and spin) in kJ/mol: 142.6

Structure (XYZ):
```
23
Properties=species:S:1:pos:R:3:nbo_charge:R:1
C 1.39 -1.64 1.37 -0.641
C 1.85 0.59 -2.28 -0.240
C 2.98 0.04 -1.64 -0.195
C 0.59 0.28 -1.79 -0.194
C 2.75 -0.72 -0.47 -0.222
C 0.39 -0.50 -0.66 -0.227
C 1.50 -0.93 0.08 -0.009
H 1.87 1.51 -2.86 0.215
H 3.96 0.00 -2.06 0.212
H -0.25 0.79 -2.21 0.207
H 3.67 -1.18 -0.13 0.206
H -0.52 -0.89 -0.20 0.216
H 2.13 -1.20 2.07 0.224
H 1.89 -2.60 1.26 0.224
H 0.41 -1.72 1.86 0.224
C -2.99 1.64 1.39 -0.627
C -3.03 0.34 0.60 -0.619
H -4.03 2.05 1.38 0.204
H -2.64 1.53 2.40 0.216
H -2.65 2.48 0.68 0.210
H -3.91 0.30 -0.03 0.204
H -3.24 -0.49 1.30 0.205
H -2.13 0.31 -0.04 0.208
```

Number 1: electronic energy -379.09294 a.u., orbital gap 10.055 eV, highest occupied orbital energy -9.32 eV. Number 2: electronic energy -351.27587 a.u., orbital gap 9.891 eV, highest occupied orbital energy -8.88 eV.